1.
A 2-piece molecular cluster, C17H22FN2OS overall at a distorted geometry, computed with the ωB97M-V functional and the def2-TZVPD basis.

Geometry as ORCA input:
```
! RIJCOSX wB97M-V def2-TZVPD def2/J DEFGRID3
* xyz 1 1
C -5.081 0.263 -2.810
N -4.309 0.378 -1.558
C -5.084 -0.115 -0.410
C -2.926 0.683 -1.498
C -2.435 2.026 -1.463
C -1.094 2.333 -1.561
C -0.124 1.319 -1.598
C 1.339 1.687 -1.991
C 2.411 0.698 -1.526
S 4.309 0.949 -1.608
C 4.928 -0.325 -0.413
C 4.459 -0.023 -3.118
O 1.676 2.638 -2.713
C -0.580 -0.017 -1.560
C -1.940 -0.336 -1.501
H -4.548 0.749 -3.625
H -5.246 -0.795 -3.072
H -6.074 0.731 -2.690
H -4.569 0.129 0.518
H -6.082 0.358 -0.418
H -5.228 -1.204 -0.481
H -3.161 2.834 -1.399
H -0.728 3.353 -1.653
H 2.184 -0.251 -2.046
H 6.025 -0.273 -0.394
H 4.535 -0.107 0.580
H 4.601 -1.313 -0.751
H 5.494 -0.023 -3.470
H 4.123 -1.044 -2.907
H 3.817 0.458 -3.858
H 0.158 -0.820 -1.637
H -2.222 -1.388 -1.515
F 2.238 0.511 -0.187
N 0.865 -1.259 3.382
C 1.526 -2.207 4.008
C 1.515 -2.259 5.436
C 0.753 -1.327 6.165
C 0.145 -0.296 5.436
C 0.200 -0.309 4.017
H 2.049 -2.944 3.376
H 2.108 -3.019 5.938
H 0.647 -1.408 7.262
H -0.361 0.520 5.937
H -0.316 0.444 3.378
*
```

## Properties
E_tot   -1343.44466 hartree
Kohn-Sham gap   6.869 eV

***

2.
A 2-piece molecular cluster, C4H12 overall, computed with the ωB97M-V functional and the def2-TZVPD basis.

Geometry as ORCA input:
```
! RIJCOSX wB97M-V def2-TZVPD def2/J DEFGRID3
* xyz -1 2
C -0.367 1.098 2.180
C 0.030 2.289 1.309
H 0.508 0.561 2.545
H -1.004 1.393 3.015
H -0.900 0.330 1.615
H -0.704 3.093 1.340
H 0.187 2.016 0.259
H 0.955 2.728 1.684
C 0.770 -1.801 -2.204
C -0.419 -1.576 -1.260
H 1.121 -0.842 -2.583
H 1.594 -2.358 -1.766
H 0.422 -2.380 -3.073
H -0.181 -1.156 -0.281
H -0.915 -2.511 -1.014
H -1.096 -0.884 -1.764
*
```

## Properties
E_tot   -159.52432 hartree
ΔE to the lowest compared entry with this formula, charge and spin   15.32 kJ/mol
Kohn-Sham gap (alpha / beta)   2.832 / 12.373 eV

***

3.
One molecule with the formula C6H9FO2 at a distorted geometry, computed with the ωB97M-V functional and the def2-TZVPD basis.

Geometry as ORCA input:
```
! RIJCOSX wB97M-V def2-TZVPD def2/J DEFGRID3
* xyz 0 1
C -0.288 1.050 0.887
C -1.083 1.952 1.438
C 1.228 -0.681 0.961
C 0.052 0.821 -0.575
C 0.707 -0.721 -0.432
C -0.388 -1.767 -0.926
O 0.289 0.101 1.730
O -0.990 1.109 -1.468
F 1.819 -0.861 -1.369
H -1.152 2.127 2.500
H -1.637 2.676 0.914
H 1.312 -1.647 1.625
H 2.253 -0.181 0.814
H 0.851 1.469 -0.805
H 0.075 -2.664 -1.367
H -1.056 -1.313 -1.594
H -1.028 -1.996 -0.084
H -0.964 0.527 -2.248
*
```

## Properties
E_tot   -484.29829 hartree
ΔE to the lowest compared entry with this formula, charge and spin   164.22 kJ/mol
Kohn-Sham gap   9.682 eV
Structure (SMILES)   C=C1OC[C@](C)(F)[C@H]1O

***

4.
C33H40N4P2PdTe as an isolated structure at a distorted geometry, computed with the ωB97M-V functional and the def2-TZVPD basis.

Geometry as ORCA input:
```
! RIJCOSX wB97M-V def2-TZVPD def2/J DEFGRID3
* xyz 2 5
Pd 0.577 0.537 0.104
C 5.501 5.015 2.678
C 4.300 5.243 3.215
C 3.484 6.483 2.997
C 3.626 7.063 1.579
C 3.620 6.031 0.463
C 4.755 5.577 -0.066
C 6.125 6.026 0.414
C 6.291 6.051 1.948
C 0.125 -0.698 -1.517
H 6.062 4.090 2.828
H 3.899 4.599 4.000
H 3.778 7.266 3.717
H 2.429 6.232 3.202
H 2.788 7.768 1.432
H 4.536 7.676 1.529
H 2.634 5.816 0.037
H 4.779 4.947 -0.964
H 6.369 7.055 0.082
H 6.885 5.361 -0.023
H 7.354 5.843 2.154
H 6.082 7.042 2.361
H 0.398 -1.766 -1.478
H 0.466 -0.217 -2.443
H -0.971 -0.610 -1.419
P 0.304 2.535 -0.960
P 0.723 1.589 2.085
N 1.404 2.776 -2.247
N -1.227 2.903 -1.726
N 2.403 1.508 2.485
N -0.084 1.083 3.506
C 0.575 3.788 0.317
C 0.241 3.300 1.755
C 2.263 1.793 -2.762
C 2.978 2.333 -3.812
C 2.538 3.691 -3.979
C 1.563 3.928 -3.022
C -1.846 2.152 -2.745
C -3.146 2.604 -2.923
C -3.342 3.698 -2.015
C -2.160 3.864 -1.315
C 3.261 0.482 2.080
C 4.564 0.857 2.371
C 4.503 2.101 3.050
C 3.179 2.499 3.079
C 0.209 1.450 4.834
C -0.680 0.812 5.675
C -1.567 0.032 4.856
C -1.199 0.237 3.542
H -0.005 4.685 0.064
H 1.642 4.061 0.264
H 0.707 3.926 2.537
H -0.856 3.316 1.891
H 2.267 0.809 -2.339
H 3.719 1.817 -4.409
H 2.905 4.389 -4.722
H 0.972 4.805 -2.838
H -1.306 1.377 -3.264
H -3.880 2.209 -3.612
H -4.244 4.287 -1.902
H -1.891 4.575 -0.555
H 2.860 -0.398 1.620
H 5.465 0.314 2.130
H 5.346 2.633 3.447
H 2.681 3.399 3.399
H 1.018 2.130 5.036
H -0.719 0.890 6.750
H -2.365 -0.607 5.194
H -1.591 -0.167 2.620
Te 0.315 -1.884 1.084
C -1.152 -3.152 0.203
C -0.726 -4.362 -0.378
C -1.649 -5.158 -1.063
C -2.994 -4.781 -1.130
C -3.416 -3.591 -0.528
C -2.501 -2.766 0.141
H 0.325 -4.626 -0.303
H -1.320 -6.085 -1.530
H -3.723 -5.436 -1.617
H -4.466 -3.310 -0.559
H -2.789 -1.825 0.599
*
```

## Properties
E_tot   -2578.29279 hartree
ΔE to the lowest compared entry with this formula, charge and spin   0.00 kJ/mol
Kohn-Sham gap (alpha / beta)   5.543 / 3.532 eV

***

5.
C44H51AsBaClF4N3O4Si2Te as an isolated structure, computed with the ωB97M-V functional and the def2-TZVPD basis.

Geometry as ORCA input:
```
! RIJCOSX wB97M-V def2-TZVPD def2/J DEFGRID3
* xyz -2 1
Ba 0.539 0.570 -0.079
C 1.730 0.191 -3.932
N 0.361 -0.175 -3.596
C -0.544 0.404 -4.573
C 0.204 -1.626 -3.560
C 0.792 -2.254 -2.306
N -0.070 -1.994 -1.170
C -0.328 -2.929 -0.266
C -1.298 -2.634 0.738
F -1.847 -1.387 0.710
C -1.705 -3.505 1.709
F -2.666 -3.111 2.569
C -1.176 -4.784 1.821
C -0.192 -5.098 0.903
F 0.405 -6.311 0.972
C 0.233 -4.228 -0.076
F 1.284 -4.644 -0.844
H 2.028 -0.240 -4.906
H 2.427 -0.156 -3.170
H 1.820 1.275 -3.976
H -0.340 0.034 -5.595
H -0.438 1.489 -4.578
H -1.574 0.152 -4.321
H 0.667 -2.072 -4.461
H -0.863 -1.861 -3.576
H 1.788 -1.813 -2.142
H 0.980 -3.309 -2.511
H -1.508 -5.480 2.575
O -3.455 6.070 3.766
C -2.861 5.122 4.323
O -2.847 4.781 5.518
C -2.045 4.217 3.361
C -1.913 4.565 2.020
C -1.199 3.736 1.179
N -0.614 2.604 1.581
C -0.720 2.271 2.877
C -1.426 3.049 3.786
C -0.015 0.975 3.298
O -0.172 0.569 4.446
O 0.690 0.423 2.383
H -2.382 5.475 1.672
H -1.069 3.979 0.125
H -1.493 2.743 4.820
Cl 2.112 3.092 -2.037
C 3.040 1.767 -1.088
H 3.586 2.374 -0.358
H 3.784 1.424 -1.816
C 4.033 -6.089 3.897
C 4.998 -5.425 3.150
C 4.657 -4.298 2.417
C 3.349 -3.827 2.423
C 2.386 -4.498 3.169
C 2.727 -5.623 3.907
As 2.766 -2.239 1.436
C 4.206 -2.102 0.139
C 4.337 -2.815 -1.042
C 5.367 -2.508 -1.921
C 6.249 -1.474 -1.622
C 6.116 -0.755 -0.444
C 5.097 -1.069 0.450
C 4.827 -0.385 1.733
C 5.557 0.678 2.256
C 5.166 1.252 3.454
C 4.040 0.787 4.127
C 3.298 -0.263 3.607
C 3.711 -0.863 2.427
H 4.300 -6.972 4.465
H 6.019 -5.788 3.138
H 5.413 -3.783 1.835
H 1.361 -4.142 3.162
H 1.969 -6.142 4.481
H 3.631 -3.603 -1.280
H 5.473 -3.060 -2.847
H 7.039 -1.220 -2.319
H 6.797 0.060 -0.232
H 6.412 1.072 1.721
H 5.725 2.090 3.854
H 3.716 1.268 5.042
H 2.380 -0.568 4.094
C -1.136 4.274 -3.569
Si -2.981 4.003 -3.532
C -3.534 2.891 -4.943
C -3.854 5.653 -3.708
C -3.493 3.245 -1.900
Te -2.755 1.260 -1.601
C -3.547 1.119 0.394
Si -5.134 0.128 0.482
C -4.854 -1.612 -0.147
C -6.437 0.983 -0.567
C -5.712 0.063 2.258
H -0.770 4.437 -4.586
H -0.586 3.431 -3.147
H -0.867 5.152 -2.977
H -3.026 3.157 -5.873
H -4.609 2.980 -5.109
H -3.316 1.843 -4.728
H -3.592 6.149 -4.646
H -3.581 6.320 -2.888
H -4.939 5.524 -3.686
H -4.581 3.189 -1.825
H -3.126 3.853 -1.071
H -3.669 2.149 0.733
H -2.776 0.676 1.024
H -4.255 -1.611 -1.060
H -5.799 -2.116 -0.361
H -4.319 -2.199 0.602
H -6.096 1.083 -1.600
H -6.643 1.982 -0.177
H -7.374 0.423 -0.572
H -4.936 -0.383 2.885
H -6.617 -0.540 2.360
H -5.920 1.061 2.646
*
```

## Properties
E_tot   -6140.63801 hartree
ΔE to the lowest compared entry with this formula, charge and spin   10.45 kJ/mol
Kohn-Sham gap   6.257 eV

***

6.
C49H62FeN3OP2S2SbSi3 as an isolated structure at a distorted geometry, computed with the ωB97M-V functional and the def2-TZVPD basis.

Geometry as ORCA input:
```
! RIJCOSX wB97M-V def2-TZVPD def2/J DEFGRID3
* xyz 2 5
Fe 0.369 0.015 0.241
O -1.011 2.648 -1.522
S 0.003 1.619 -1.275
C 1.491 2.012 -2.177
C 1.456 2.781 -3.326
C 2.634 2.960 -4.035
C 3.810 2.373 -3.584
C 3.834 1.640 -2.405
C 2.664 1.463 -1.670
P 2.588 0.686 -0.005
C 3.195 2.065 1.042
C 2.971 1.961 2.416
C 3.380 2.969 3.274
C 4.027 4.088 2.771
C 4.278 4.185 1.410
C 3.859 3.184 0.546
C 4.066 -0.387 -0.051
C 5.053 -0.335 0.930
C 6.135 -1.200 0.870
C 6.234 -2.128 -0.155
C 5.247 -2.192 -1.128
C 4.171 -1.322 -1.081
C -0.494 0.152 -2.217
C -0.045 -0.167 -3.489
C -0.552 -1.286 -4.129
C -1.470 -2.103 -3.482
C -1.897 -1.810 -2.197
C -1.454 -0.651 -1.568
P -1.881 -0.109 0.128
C -2.910 -1.442 0.811
C -4.070 -1.824 0.130
C -4.886 -2.807 0.659
C -4.570 -3.400 1.876
C -3.442 -2.996 2.570
C -2.616 -2.016 2.039
C -3.221 1.102 -0.131
C -3.947 1.450 1.007
C -5.076 2.242 0.901
C -5.479 2.701 -0.345
C -4.758 2.356 -1.478
C -3.635 1.547 -1.380
H 0.522 3.222 -3.650
H 2.631 3.561 -4.934
H 4.728 2.512 -4.138
H 4.768 1.229 -2.043
H 2.499 1.068 2.810
H 3.209 2.880 4.340
H 4.354 4.869 3.445
H 4.796 5.050 1.018
H 4.051 3.289 -0.512
H 4.983 0.382 1.737
H 6.902 -1.156 1.632
H 7.083 -2.796 -0.205
H 5.334 -2.920 -1.926
H 3.409 -1.338 -1.849
H 0.688 0.452 -3.987
H -0.212 -1.529 -5.127
H -1.860 -2.979 -3.984
H -2.577 -2.481 -1.692
H -4.340 -1.337 -0.799
H -5.775 -3.115 0.124
H -5.217 -4.162 2.288
H -3.207 -3.445 3.527
H -1.743 -1.672 2.583
H -3.629 1.070 1.972
H -5.646 2.503 1.783
H -6.357 3.327 -0.434
H -5.075 2.709 -2.450
H -3.098 1.272 -2.276
C 1.394 -4.533 -3.432
C 1.880 -3.277 -2.708
C 1.247 -3.085 -1.370
N 1.034 -1.978 -0.746
N 0.528 -2.129 0.517
C 0.351 -3.382 0.848
N -0.123 -3.812 2.025
S 0.788 -4.484 -0.426
H 1.856 -4.601 -4.415
H 0.313 -4.519 -3.567
H 1.661 -5.433 -2.877
H 1.704 -2.390 -3.310
H 2.960 -3.366 -2.552
H -0.170 -3.151 2.786
H -0.109 -4.793 2.242
C -0.511 2.011 5.741
Si -1.776 1.224 4.587
C -2.236 -0.501 5.197
C -3.329 2.271 4.370
Sb -0.388 0.920 2.346
Si 1.406 -1.621 4.293
C 1.057 -3.308 5.129
C 1.945 -0.424 5.652
C 2.803 -1.800 3.020
Si -0.808 3.748 1.806
C -0.430 4.469 3.515
C 0.539 4.263 0.586
C -2.466 4.330 1.121
H -0.340 1.366 6.602
H -0.860 2.970 6.121
H 0.447 2.176 5.249
H -2.523 -0.438 6.249
H -1.392 -1.190 5.117
H -3.081 -0.919 4.649
H -3.582 2.750 5.319
H -4.187 1.663 4.080
H -3.201 3.056 3.625
H 0.003 -3.516 5.328
H 1.564 -3.312 6.097
H 1.463 -4.137 4.548
H 1.165 -0.292 6.401
H 2.219 0.559 5.267
H 2.824 -0.837 6.155
H 2.532 -1.401 2.046
H 3.087 -2.846 2.889
H 3.690 -1.263 3.362
H 0.501 4.070 3.918
H -1.224 4.286 4.238
H -0.315 5.551 3.420
H 1.330 3.523 0.488
H 1.001 5.193 0.924
H 0.102 4.433 -0.397
H -3.318 4.096 1.754
H -2.638 3.902 0.133
H -2.411 5.417 1.014
*
```

## Properties
E_tot   -5994.91934 hartree
Kohn-Sham gap (alpha / beta)   5.471 / 6.626 eV

***

7.
C22H35CaNO3P2S as an isolated structure at a distorted geometry, computed with the ωB97M-V functional and the def2-TZVPD basis.

Geometry as ORCA input:
```
! RIJCOSX wB97M-V def2-TZVPD def2/J DEFGRID3
* xyz 0 1
P -1.139 -2.669 -2.217
P -3.104 -0.542 -0.107
C -3.014 -2.592 -2.040
C -3.570 -1.201 -1.752
H -3.288 -3.316 -1.251
H -3.464 -2.954 -2.975
H -3.312 -0.452 -2.519
H -4.671 -1.252 -1.731
C -4.293 -1.410 0.961
H -4.336 -0.948 1.958
H -4.050 -2.473 1.083
H -5.292 -1.341 0.513
C -3.569 1.187 -0.109
H -4.662 1.236 0.016
H -3.330 1.653 -1.075
H -3.086 1.741 0.706
C -0.596 -4.474 -2.156
H 0.403 -4.575 -2.606
H -1.303 -5.088 -2.729
H -0.573 -4.877 -1.135
C -1.406 -2.959 -4.139
H -2.026 -2.162 -4.574
H -1.937 -3.908 -4.298
H -0.455 -3.027 -4.699
Ca 1.076 2.303 0.250
C -1.503 -1.338 0.280
C -0.908 -2.607 -0.338
C 0.619 -2.655 -0.074
C 1.429 -2.008 -1.225
C 0.622 -1.937 -2.503
C -0.490 -0.999 -2.661
C -0.590 0.177 -1.629
C -0.566 -0.131 -0.098
C 3.389 2.476 -0.187
H -1.492 -1.479 1.375
H -1.402 -3.515 0.056
H 0.955 -3.694 0.012
H 0.878 -2.158 0.874
H 1.815 -1.005 -0.947
H 2.346 -2.588 -1.423
H 1.074 -2.348 -3.408
H -0.781 -0.663 -3.659
H -1.504 0.761 -1.858
H 0.247 0.866 -1.872
H 0.453 -0.348 0.245
H -0.849 0.774 0.491
H 3.558 3.568 -0.155
H 3.741 2.056 -1.144
H 3.951 2.023 0.647
O 2.266 0.939 2.242
C 2.066 2.055 2.812
N 0.905 2.762 2.536
S 1.185 4.397 2.398
O 1.442 4.595 0.938
O 0.177 5.203 3.017
C 2.674 4.255 3.342
C 3.448 5.303 3.800
C 4.669 5.002 4.428
C 5.045 3.658 4.623
C 4.224 2.617 4.196
C 3.015 2.921 3.542
H 3.095 6.331 3.661
H 5.311 5.802 4.770
H 6.002 3.451 5.124
H 4.479 1.578 4.393
*
```

## Properties
E_tot   -2898.04466 hartree
ΔE to the lowest compared entry with this formula, charge and spin   236.96 kJ/mol
Kohn-Sham gap   4.936 eV

***

Which of these has the lowest E_tot? C44H51AsBaClF4N3O4Si2Te